--- a ---
DFT (the ωB97M-V functional and the def2-TZVPD basis) results for 2 unconnected molecules or ions with the total composition C6H7N3O4S.

HOMO energy: -9.55 eV

Geometry (Å):
C (1.95, -1.42, -0.74)
C (2.17, -0.44, 0.19)
C (0.13, -1.97, 0.51)
C (-2.72, 0.46, 0.97)
C (-0.92, 1.94, 0.21)
C (-1.64, 0.82, 0.05)
N (0.90, -2.16, -0.55)
N (3.13, 0.54, 0.31)
N (-1.50, 0.12, -1.23)
O (4.11, 0.41, -0.40)
O (2.89, 1.46, 1.03)
O (-2.48, -0.55, -1.44)
O (-0.46, 0.31, -1.87)
S (0.81, -0.57, 1.38)
H (2.61, -1.61, -1.55)
H (-2.69, -0.62, 1.06)
H (-2.45, 0.86, 2.04)
H (-3.71, 0.74, 0.66)
H (-0.78, 2.32, 1.22)
H (-0.18, 2.24, -0.58)
H (0.85, -2.89, -1.28)

=====

--- b ---
DFT (the ωB97M-V functional and the def2-TZVPD basis) results for C6H7N3O4S in the gas phase.

HOMO energy: -9.23 eV

Geometry (Å):
N (-2.77, 1.24, -1.91)
N (-2.01, 0.51, -1.06)
N (-2.61, -0.08, -0.18)
O (-3.84, -0.18, -0.08)
O (-1.78, -0.74, 0.74)
S (-0.61, -1.73, 0.06)
O (-0.98, -1.81, -1.34)
O (-0.73, -2.99, 0.79)
C (0.76, -0.61, 0.35)
C (1.84, -0.57, -0.53)
C (2.90, 0.31, -0.26)
C (2.78, 1.11, 0.91)
C (1.73, 0.95, 1.86)
C (0.78, 0.00, 1.58)
H (-3.76, 0.98, -1.87)
H (-2.38, 1.30, -2.91)
H (1.94, -1.29, -1.34)
H (3.71, 0.26, -0.92)
H (3.55, 1.69, 1.28)
H (1.66, 1.83, 2.66)
H (-0.18, -0.17, 2.18)

=====

--- c ---
DFT (the ωB97M-V functional and the def2-TZVPD basis) results for C6H7N3O4S in the gas phase.

HOMO energy: -9.58 eV

Geometry (Å):
O (-4.18, -0.50, 0.51)
N (-3.39, -1.24, -0.06)
O (-3.63, -2.39, -0.30)
N (-2.16, -0.79, -0.28)
S (-1.96, 0.97, -0.03)
O (-1.79, 1.23, 1.41)
O (-2.96, 1.50, -0.86)
N (-0.50, 1.21, -0.76)
C (0.63, 0.58, -0.28)
C (1.38, -0.26, -1.08)
C (2.66, -0.57, -0.70)
C (3.14, -0.27, 0.56)
C (2.34, 0.46, 1.39)
C (1.08, 0.81, 1.08)
H (-1.47, -1.36, -0.62)
H (-0.63, 0.96, -1.69)
H (1.09, -0.59, -2.08)
H (3.13, -1.25, -1.37)
H (4.06, -0.52, 0.98)
H (2.76, 0.63, 2.42)
H (0.41, 1.39, 1.76)

=====

If you had to name the least stable structure above, which would it be? It would be a.